Entry from OMol25: a structure of composition C13H13ClN2O2Zr at a distorted geometry (wB97M-V/def2-TZVPD).

LUMO energy, eV: -9.04
E_HOMO, eV: -15.89
Charge: +2
Relative energy (zero: lowest compared OMol25 entry of this formula, charge and spin), eV: 0.0000
Multiplicity: 1

```
32
C13H13ClN2O2Zr, DFT wB97M-V/def2-TZVPD
H -1.9080 1.9557 -3.1620
C -0.1518 -0.7479 -2.2502
O -2.1343 2.6749 1.9838
H 0.6615 1.5866 2.3089
C 0.8756 1.1472 -3.7232
H -1.7451 -1.9281 -1.1596
C -1.4270 -0.9903 -1.6128
C 1.9579 1.3650 -0.1258
C 0.4963 -2.1844 3.0215
H 0.7936 0.7606 -4.7520
C 0.8401 -1.3372 4.0634
H 0.0207 -3.4615 0.9152
N -0.0504 -2.4809 0.6911
H 0.6658 -1.4544 -2.4015
C 0.6171 0.5180 2.5421
H -3.3184 0.2374 -1.5919
Zr -0.3694 0.8490 -0.5030
H 1.0664 -1.7286 5.0580
C -0.2045 0.5442 -2.8821
H 1.1715 0.7456 4.5989
C 0.9050 0.0385 3.8123
C -2.2633 0.1508 -1.8561
N 0.2422 -0.3059 1.5163
H 0.4446 -3.2681 3.1295
C 0.2487 -1.6420 1.7457
Cl -0.1669 3.2326 -0.7948
C -1.7166 1.9459 1.1965
C -1.5214 1.0708 -2.6604
H 1.8765 0.8897 -3.3449
H 0.3579 -2.2786 -0.2205
H 0.7921 2.2431 -3.7612
O 2.9436 1.8520 0.2191
```

Entry from OMol25: an isolated molecule of C4H10N4 at a distorted geometry (wB97M-V/def2-TZVPD).

LUMO energy, eV: 0.88
SMILES: NC[C@H]1CN=CNN1
E_HOMO, eV: -8.36
Relative energy (zero: lowest compared OMol25 entry of this formula, charge and spin), eV: 5.4033
Multiplicity: 1

```
18
C4H10N4, DFT wB97M-V/def2-TZVPD
H -2.0592 -0.9793 1.2788
N 0.9923 0.0739 1.6461
N -0.4596 -1.4775 0.0433
C 1.4392 -0.0306 0.1666
C -0.2851 0.4934 -1.4293
H 0.1308 -2.1719 0.6581
N -0.8221 1.6182 -0.5515
H 0.2827 0.7392 -2.5068
H -1.7197 1.9671 -1.0694
H 1.8247 1.0126 -0.1781
H -0.2380 2.5592 -0.2072
N -0.9411 -0.8963 1.1527
H -1.2769 -0.0178 -1.9355
H 1.0018 -1.3561 -1.4422
H 2.2945 -0.8723 0.0719
C 0.5222 -0.6278 -0.6800
H -0.5372 0.1052 3.0461
C -0.1494 -0.1393 1.9363
```

Entry from OMol25: a cluster of 2 separate species, CH6OS2 in total at a distorted geometry (wB97M-V/def2-TZVPD).

LUMO energy, eV: 0.19
SMILES: CO.SS
E_HOMO, eV: -9.74
Relative energy (zero: lowest compared OMol25 entry of this formula, charge and spin), eV: 0.7703
Multiplicity: 1

```
10
CH6OS2, DFT wB97M-V/def2-TZVPD
H 1.8870 -1.9016 2.2367
H -0.3575 -1.1562 -1.4113
H -0.5464 1.2404 0.7456
H 2.9842 0.2219 0.9003
S -0.7294 1.3307 -0.6323
H 1.6435 -1.6292 0.5190
O 2.4642 -0.0610 1.6783
S -1.4858 -0.5850 -1.0246
H 0.5482 -0.9229 1.5425
C 1.6080 -1.1712 1.4801
```

Entry from OMol25: a structure of composition C52H134N10O16 at a distorted geometry (wB97M-V/def2-TZVPD).

LUMO energy, eV: 0.49
E_HOMO, eV: -7.99
Relative energy (zero: lowest compared OMol25 entry of this formula, charge and spin), eV: 16.8862
Multiplicity: 1

```
212
C52H134N10O16, DFT wB97M-V/def2-TZVPD
H -25.9990 -0.1183 25.2485
H -28.1700 -11.6794 34.5710
C -27.8563 -6.0811 39.7456
C -29.8382 -6.0831 32.8704
C -26.2633 -7.7308 27.7605
H -22.9049 -10.2136 32.3234
H -27.2818 -7.4522 27.4776
H -34.4118 -2.9904 37.5054
H -33.4981 -9.1821 33.3109
N -31.0187 -9.5123 35.6212
H -25.8621 -2.8814 32.3389
H -22.8037 -7.7647 37.3388
C -30.3010 -4.9560 33.7417
O -33.4945 -10.6004 34.7563
C -33.9129 -11.7795 34.1159
C -26.4161 -9.4810 35.8729
C -32.8287 -4.1298 31.8380
H -34.5244 -1.5051 36.6378
H -31.1143 -4.4270 33.2315
H -26.5261 -4.5940 34.2787
H -26.3435 -10.5602 35.6998
C -27.3520 -8.8056 33.8409
H -28.9243 -10.1483 37.1877
H -32.6835 -8.1192 35.4147
H -30.4415 -11.2812 34.6371
H -28.9622 -4.9515 38.2997
H -29.4685 -5.6879 31.9193
C -26.3291 -2.2917 31.5401
H -25.4962 -8.9990 35.5215
C -23.5015 -10.0468 38.4370
H -23.7437 -7.4825 31.2640
H -36.4990 -0.6349 38.3596
C -23.3600 -5.1960 38.1815
C -26.1173 0.7095 25.9465
H -23.1749 -9.7137 34.3880
O -27.5885 -12.8484 32.1948
H -23.1669 -5.6199 34.4939
C -31.9912 -8.7487 34.8416
H -24.6272 -8.3426 32.5555
H -37.0851 -2.3396 35.2165
H -30.7984 -8.9633 29.7257
H -25.2153 1.4575 30.2858
H -28.3804 -3.7388 30.9317
H -26.9024 -10.4362 29.4758
H -36.9923 -3.5987 40.4571
H -24.3937 -5.1947 37.8579
O -27.5487 -8.9375 35.2425
H -37.7399 -1.8557 38.8085
H -28.9345 -14.2319 33.0237
H -28.2337 -4.6112 35.9183
N -26.0630 -0.4417 29.9822
H -26.1115 -1.0855 29.1990
C -22.6751 -9.1614 32.1183
H -29.4819 -8.7046 33.4053
H -24.2616 -4.4747 33.7395
C -29.6284 -9.4684 37.6804
H -31.4285 -5.0377 36.8356
H -28.7485 -11.6442 31.4985
C -28.1623 -5.6988 38.3116
H -28.6282 -6.5739 37.8407
C -25.4869 -1.1052 31.1393
N -27.0603 -5.0884 37.5806
H -29.0099 -8.7457 38.2253
C -26.8007 -9.3511 29.4093
H -35.9216 -4.1418 39.1676
C -30.3749 -8.6624 36.6085
H -29.6759 -14.1500 35.6287
H -34.8226 -2.9348 35.8070
H -26.2125 -7.7038 30.5517
H -24.2880 -9.0367 29.7563
O -30.7685 -5.4614 34.9816
H -29.0341 -6.8317 34.5246
C -23.9725 -8.4670 31.6929
C -35.0365 -2.4688 36.7753
H -30.8599 -3.2002 31.9373
C -28.5219 -10.4372 29.2075
C -29.9290 -6.3639 30.5634
H -31.5825 -1.2859 37.8921
H -25.5427 -6.7468 41.4238
C -32.7660 -9.6949 33.9554
H -26.2584 -14.3862 31.7039
H -33.8840 -3.8672 31.9669
H -22.1384 -8.5835 35.2692
C -28.8410 -12.5266 34.3531
H -30.8010 -0.8068 33.3942
H -32.1394 -10.2578 33.2493
H -30.6173 -6.8163 32.6126
H -31.5456 -10.2523 36.0809
H -25.4340 1.4982 25.6174
H -26.6655 -13.2563 30.4476
H -24.4943 -1.5289 30.9267
H -27.8466 -14.4691 30.8725
O -29.2846 -7.5543 30.2292
H -30.2513 -2.4544 38.0427
H -34.5559 -11.5730 33.2486
H -23.3596 -4.3075 38.8179
H -32.1238 -2.1736 31.3401
H -29.3878 -11.8637 38.6969
H -31.1495 -8.0903 37.1431
H -24.1934 0.4082 29.3116
O -32.5074 -5.1741 32.7404
C -31.2437 -2.2775 37.6089
C -27.4065 -4.1483 30.6458
N -32.0971 -2.4389 33.4333
H -30.2607 -6.3736 31.6093
H -30.0279 -2.3127 33.8807
H -32.7276 -6.7457 31.3912
H -29.2182 -10.7064 40.0734
H -32.9190 -7.1465 33.1283
H -31.4687 -8.0356 34.1986
O -26.1492 -9.0647 28.1854
H -23.2179 -10.8106 39.1617
C -22.8043 -8.6842 34.4112
H -29.4798 -4.2781 34.0032
O -30.5266 -10.1649 38.5012
H -30.0049 -11.5011 33.0874
C -29.8931 -11.1184 39.3187
H -24.5420 -6.1626 33.5114
O -35.8347 -2.0641 39.5343
H -32.2177 -0.9630 35.6028
H -28.7648 -6.5351 40.1600
H -27.3136 -2.0066 31.9331
H -30.6674 -11.6654 39.8579
C -27.0868 -13.8040 31.2912
H -23.7312 -6.3770 39.9149
H -25.9054 -6.9791 28.4761
N -29.5584 -11.0258 31.3456
C -29.9985 -8.7390 30.4446
O -25.0500 -5.5150 35.3855
C -30.9501 -1.7224 33.9714
H -27.5292 -6.2087 35.8000
C -28.2147 -13.4547 33.3177
H -28.0627 -13.6816 36.0257
H -29.3398 -10.8569 28.6134
O -26.4911 -3.1285 30.4046
H -30.5946 -0.5937 35.8083
H -27.4977 -4.8959 29.8539
H -30.6049 -3.6458 36.0142
H -26.4279 -9.3166 36.9508
H -32.3192 -3.1968 34.0693
H -33.0571 -12.3662 33.7695
H -25.9131 -3.6309 35.5900
C -36.0406 -3.3939 39.9579
C -23.4487 -7.6725 38.2282
C -26.1761 -4.6603 35.3176
H -30.8419 -6.1209 29.9997
H -34.5340 -12.2933 34.8467
H -28.4082 -8.1525 32.0642
H -28.0958 -9.6294 28.6039
H -32.2465 -4.1807 35.5531
H -30.5532 -8.6966 31.3945
C -28.5502 -8.1840 33.1479
C -31.2596 -4.5138 35.8971
H -27.2359 -9.7842 33.3548
H -27.6302 -5.1898 40.3443
H -27.1068 -4.8467 31.4477
N -37.3192 -1.8270 36.0554
H -21.4518 -7.3428 39.7434
H -21.1437 -6.2709 38.6217
H -27.2051 -7.3058 41.7825
H -26.6508 -9.0932 31.4907
H -24.4944 -7.6694 37.8999
O -22.0631 -8.4989 33.2161
O -26.7519 -6.9578 39.7660
H -35.2468 -3.6439 40.6643
C -27.3331 -5.1870 36.1413
C -36.7029 -1.7061 38.4778
N -30.1502 -11.9925 33.9727
H -28.1391 -9.5768 31.1022
O -25.7234 0.2217 27.2061
C -24.2163 -5.4354 34.2662
H -29.4057 -12.6403 36.4417
H -37.0740 -0.8508 35.9315
C -25.2373 0.6791 29.5210
H -27.1543 1.0481 25.8855
H -27.8299 -8.9687 29.4268
H -27.7891 -11.2338 29.3161
H -32.6725 -4.4693 30.8072
H -25.1969 2.0405 27.9007
C -29.0129 -13.2809 35.6514
H -26.4301 -8.2374 33.6781
C -26.0734 -8.7943 30.6118
H -26.0208 -8.3900 40.9938
O -23.1440 -8.8118 39.0167
C -23.0932 -6.4393 39.0324
N -28.7408 -6.7797 33.5534
N -24.6740 -9.2463 30.6700
C -36.5256 -2.3836 37.1340
H -25.5777 -7.6009 26.9230
C -29.0341 -9.9018 30.5635
H -29.7484 -7.9824 36.0391
C -31.9223 -2.9471 32.0894
H -22.6989 -5.0384 37.3312
C -31.2300 -1.4032 35.4258
H -25.4423 -0.3774 31.9502
H -22.9509 -10.1630 37.4997
H -36.7116 -3.4593 37.2448
H -31.8052 -3.1161 38.0263
H -21.8810 -9.1402 31.3699
O -31.1080 -2.5911 36.2164
C -26.3744 -7.3638 41.0786
C -25.8310 1.2125 28.2393
H -23.6184 -7.9814 34.5984
H -26.8971 1.4383 28.3013
H -30.2464 -11.6026 30.8690
H -24.5851 -10.1680 38.3372
H -27.4233 -14.0228 33.8315
C -33.0987 -6.3973 32.3601
H -34.1820 -6.2508 32.2691
H -26.1861 -5.5908 37.6724
N -21.6891 -6.3845 39.4776
H -29.2331 -5.5570 30.3366
```

Entry from OMol25: the ion C10H20NOS with charge +1 at a distorted geometry (wB97M-V/def2-TZVPD).

LUMO energy, eV: -4.03
E_HOMO, eV: -13.57
Charge: +1
Relative energy (zero: lowest compared OMol25 entry of this formula, charge and spin), eV: 0.5178
Multiplicity: 1

```
33
C10H20NOS, DFT wB97M-V/def2-TZVPD
H -1.2536 -3.0261 0.2951
C -1.9797 -2.3905 -0.1877
H -2.9244 -2.4543 0.3247
H 1.7460 2.3790 -0.5623
S 2.9507 -0.1620 -1.4467
C 1.2708 0.2296 -0.6440
C -2.5683 0.5567 1.5441
H -1.4384 -0.4989 -2.2343
H -0.8011 -0.8686 0.7058
H -0.2115 -1.6281 -1.7706
H 3.0795 1.5243 1.6286
H -3.4288 1.9395 -0.4738
H 4.6426 -1.2024 1.0938
C 4.8768 -0.2506 0.6275
H -2.0698 -2.7123 -1.2154
H 0.8770 1.6756 0.8097
C -2.6294 0.0588 0.0840
H -2.1129 -0.1687 2.2093
H 5.5864 -0.4450 -0.1629
H -1.7186 1.8688 -0.7209
H 1.2152 -0.5502 0.1063
O 0.2410 0.3727 -1.4706
H -3.5818 -0.4420 -0.0302
C -1.4508 -0.9247 -0.1595
C 3.6358 0.2637 0.0847
H -1.9978 1.4756 1.5663
C -2.6293 1.2929 -0.8110
H -3.5605 0.7547 1.9257
N 2.8884 1.1056 0.7259
C 1.6497 1.5032 0.0636
H 5.2613 0.3978 1.4011
C -0.7184 -0.7153 -1.4649
H -2.8462 1.0412 -1.8414
```

Entry from OMol25: an isolated molecule of C5H7NO at a distorted geometry (wB97M-V/def2-TZVPD).

LUMO energy (alpha / beta), eV: 0.51 / 0.77
E_HOMO (alpha / beta), eV: -7.33 / -7.64
Relative energy (zero: lowest compared OMol25 entry of this formula, charge and spin), eV: 4.6086
Multiplicity: 1

```
14
C5H7NO, DFT wB97M-V/def2-TZVPD
H 0.8240 0.1365 -2.3248
H 0.4395 0.3368 1.9710
C 0.4682 -1.4728 0.6456
C -1.1072 1.5283 -0.2298
H -1.4953 -0.2716 -0.0803
C 0.0881 -0.0760 1.0334
N -1.2217 0.4673 0.6477
H 1.1731 -1.9779 1.3035
H -1.8367 2.3283 -0.2602
C 0.2767 0.1358 -1.3911
H -0.2586 -2.1310 0.1716
O -0.3867 1.3392 -1.2871
C 0.9877 -0.2936 -0.1470
H 2.0488 -0.0493 -0.0524
```